1.
A cluster of 2 separate species, C3H4NO in total at a distorted geometry, computed with ωB97M-V with the def2-TZVPD basis set.

Output
* gap between HOMO and LUMO (spin up / spin down): 7.80 / 7.80 eV
* spin multiplicity: 1
* LUMO energy (spin up / spin down): -8.2 / -8.2 eV
* maximum force: 5.547 eV Å⁻¹
* net charge: +1
* ΔE to the lowest compared entry with this formula, charge and spin: 4.329 eV
* total energy: -6700.3416 eV

```
9
Properties=species:S:1:pos:R:3:forces:R:3
C -0.909 0.822 -1.365 0.569 1.867 0.479
C 0.700 0.816 0.617 1.476 2.376 -1.069
C -0.780 -1.904 -0.527 -3.412 4.075 -1.588
N -0.250 1.034 -0.422 0.147 0.282 -1.195
O -1.449 -1.162 -1.098 1.847 -5.046 1.205
H 0.758 1.704 1.287 -0.711 -1.111 0.129
H 1.764 0.821 0.211 -1.442 -0.716 0.199
H 0.308 -0.110 0.970 0.584 -0.775 1.556
H -0.140 -2.020 0.327 0.942 -0.952 0.285
```
Positions in Å, forces in eV/Å.


2.
A cluster of 2 separate species, C7H18 in total at a distorted geometry, computed with ωB97M-V with the def2-TZVPD basis set.

Output
* structure (SMILES): CC(C)C.CCC
* gap between HOMO and LUMO: 12.24 eV
* spin multiplicity: 1
* LUMO energy: 1.1 eV
* maximum force: 2.231 eV Å⁻¹
* ΔE to the lowest compared entry with this formula, charge and spin: 0.618 eV
* total energy: -7550.4985 eV

```
25
Properties=species:S:1:pos:R:3:forces:R:3
C -1.764 -2.719 -0.025 0.405 -0.111 0.063
C -0.424 -1.949 -0.052 -0.295 -2.106 -0.673
C 0.725 -2.949 -0.332 0.658 0.119 0.591
C -0.457 -0.882 -1.114 -0.181 2.059 0.640
H -1.676 -3.714 0.423 0.162 0.156 0.135
H -2.097 -2.889 -1.050 -0.211 0.121 0.023
H -2.505 -2.176 0.550 -0.341 0.151 -0.152
H -0.254 -1.579 0.953 0.036 0.658 -0.007
H 0.436 -3.924 -0.730 -0.220 0.237 -0.164
H 1.487 -2.513 -0.969 -0.028 0.054 -0.444
H 1.295 -3.153 0.581 -0.292 -0.152 0.109
H 0.509 -0.364 -1.152 -0.016 -0.204 -0.294
H -0.795 -1.129 -2.118 0.324 -0.768 -0.007
H -1.154 -0.073 -0.840 0.004 -0.207 0.186
C 1.685 2.146 1.003 0.368 0.801 -0.468
C 0.856 3.225 0.322 -1.077 1.034 -0.567
C -0.653 2.878 0.177 0.817 -0.603 0.857
H 2.015 1.392 0.287 -0.288 -0.279 0.201
H 1.112 1.738 1.831 0.104 -0.339 0.014
H 2.594 2.597 1.401 0.082 -0.088 0.126
H 0.885 4.181 0.844 0.162 -0.182 0.723
H 1.229 3.582 -0.641 0.317 -0.663 -0.206
H -0.917 2.428 -0.781 -0.112 0.300 0.036
H -0.855 2.134 0.952 -0.206 -0.229 -0.119
H -1.278 3.712 0.479 -0.172 0.240 -0.600
```
Positions in Å, forces in eV/Å.


3.
An isolated molecule of C5H8N2, computed with ωB97M-V with the def2-TZVPD basis set.

Output
* gap between HOMO and LUMO (spin up / spin down): 8.20 / 8.20 eV
* spin multiplicity: 1
* LUMO energy (spin up / spin down): 0.9 / 0.9 eV
* maximum force: 0.382 eV Å⁻¹
* ΔE to the lowest compared entry with this formula, charge and spin: 3.339 eV
* total energy: -8291.6572 eV

```
15
Properties=species:S:1:pos:R:3:forces:R:3
C 1.368 -2.118 -0.683 0.056 -0.081 0.062
N 0.449 -1.393 -0.111 0.221 -0.072 -0.204
C 0.727 -0.176 0.635 -0.086 0.209 -0.152
C -0.299 0.638 0.412 0.138 -0.131 -0.091
C -0.458 2.092 0.694 0.002 0.039 0.038
C -1.245 -0.153 -0.472 -0.239 0.200 0.094
N -0.839 -1.533 -0.371 0.110 0.164 -0.255
H -0.981 0.173 -1.501 -0.319 0.210 0.008
H 1.011 -2.775 -1.463 0.223 -0.115 0.241
H 2.409 -1.929 -0.474 -0.089 -0.165 0.223
H 1.670 -0.052 1.151 -0.126 -0.030 -0.195
H -0.493 2.623 -0.266 -0.003 -0.031 0.169
H 0.372 2.501 1.277 -0.119 -0.093 -0.056
H -1.399 2.307 1.211 0.123 -0.072 -0.031
H -2.314 0.009 -0.324 0.107 -0.033 0.151
```
Positions in Å, forces in eV/Å.


4.
A cluster of 3 separate species, C4H14N2O2 in total at a distorted geometry, computed with ωB97M-V with the def2-TZVPD basis set.

Output
* gap between HOMO and LUMO: 4.61 eV
* spin multiplicity: 1
* LUMO energy: -3.4 eV
* maximum force: 3.907 eV Å⁻¹
* ΔE to the lowest compared entry with this formula, charge and spin: 8.224 eV
* total energy: -11442.4665 eV

```
22
Properties=species:S:1:pos:R:3:forces:R:3
C -1.066 0.146 -1.299 -0.418 0.055 0.411
C -0.490 -1.012 -0.540 -0.378 0.417 -0.361
C 1.027 -1.036 -0.652 0.759 -1.297 0.204
N 1.591 -2.166 0.088 -0.435 0.515 0.166
N -1.683 1.344 -0.683 -0.101 -1.134 0.051
C -0.951 1.898 0.523 0.086 -0.553 1.161
O -1.075 1.172 1.645 -0.150 0.323 -0.883
H -0.360 1.117 -1.397 3.433 0.546 -1.783
H -1.409 -0.074 -2.323 -0.234 0.206 0.559
H -0.791 -0.977 0.492 0.091 0.452 0.557
H -0.892 -1.941 -0.933 0.076 -0.102 -0.443
H 1.288 -1.130 -1.718 -0.010 0.000 0.095
H 1.403 -0.101 -0.245 -0.010 0.672 0.068
H 1.512 -1.928 1.089 0.157 -0.066 -0.496
H 2.565 -2.310 -0.138 0.010 0.011 -0.005
H -2.578 1.061 -0.284 -0.536 0.008 -0.496
H 0.084 1.998 0.141 0.405 0.105 -0.038
H -1.340 2.919 0.610 -0.189 0.163 -0.061
H 0.956 0.891 -1.970 -2.744 -0.205 1.414
H 1.197 -0.002 3.190 -0.035 -0.013 -0.068
H 0.097 0.357 2.104 -0.031 0.104 -0.098
O 0.915 -0.226 2.300 0.253 -0.208 0.048
```
Positions in Å, forces in eV/Å.


5.
A structure of composition C39H43ClMnP2Si2 at a distorted geometry, computed with ωB97M-V with the def2-TZVPD basis set.

Output
* gap between HOMO and LUMO (spin up / spin down): 5.85 / 5.33 eV
* spin multiplicity: 4
* LUMO energy (spin up / spin down): -6.6 / -7.1 eV
* maximum force: 8.738 eV Å⁻¹
* net charge: +2
* total energy: -119293.5983 eV

```
88
Properties=species:S:1:pos:R:3:forces:R:3
C 0.154 0.141 -1.094 1.168 0.060 0.152
C -0.587 -1.141 -1.363 -1.055 -0.317 -1.135
C -1.765 -0.774 -2.077 0.335 0.005 0.554
H -0.096 -2.120 -1.397 -0.326 0.450 -0.151
C -2.049 0.633 -1.728 1.475 0.841 -0.267
C -0.976 1.114 -0.955 -1.219 0.344 -1.281
H -0.836 2.129 -0.574 -0.286 -0.379 -0.173
H 0.707 0.403 -2.026 -1.016 -0.069 -0.380
H -2.380 -1.397 -2.740 0.520 0.368 0.260
H -2.878 1.219 -2.142 0.356 -0.237 0.461
Mn -2.584 -0.805 -0.165 2.587 -2.039 1.715
Si -1.448 -3.904 2.642 1.368 0.301 -0.164
C -0.573 -5.221 1.587 -0.245 0.491 0.099
C -0.424 -6.532 2.059 -0.085 -0.123 -0.406
H -0.763 -6.781 3.077 0.030 -0.007 -0.622
C 0.158 -7.501 1.231 -0.063 0.479 0.048
H 0.261 -8.523 1.598 0.003 0.246 -0.220
C 0.577 -7.148 -0.061 -0.025 0.016 0.260
H 0.946 -7.914 -0.733 0.001 0.029 0.041
C 0.582 -5.812 -0.467 0.220 0.180 0.312
H 0.961 -5.516 -1.456 -0.017 -0.251 0.541
C 0.100 -4.838 0.420 -0.348 -0.609 -0.567
H 0.215 -3.775 0.178 -0.258 -0.319 -0.076
C -2.774 -3.067 1.317 1.250 1.650 -0.083
C -2.567 -3.172 -0.121 1.835 0.352 0.147
H -1.776 -3.837 -0.494 -0.326 0.255 0.468
C -3.754 -3.104 -0.961 -0.355 -0.011 -1.030
H -3.828 -3.720 -1.847 0.060 0.290 -0.007
C -4.549 -1.933 -0.762 -0.689 3.035 0.812
H -5.232 -1.560 -1.530 0.065 -0.174 0.420
C -4.536 -1.365 0.558 -0.868 1.224 -2.448
H -5.215 -0.542 0.811 0.196 -0.541 -0.115
C -3.807 -2.058 1.607 1.218 0.338 0.595
H -3.906 -1.658 2.622 -0.322 -0.854 -0.180
H -0.819 -2.562 2.340 -0.222 0.377 -0.738
Si -4.501 -3.647 0.646 -5.653 -6.635 0.603
C -6.400 -3.753 0.982 0.256 1.060 0.285
C -7.095 -4.618 0.131 -0.193 -0.436 -0.338
H -6.574 -5.127 -0.681 -0.054 0.066 0.226
C -8.457 -4.897 0.295 0.270 0.376 0.371
H -8.968 -5.588 -0.383 0.250 0.279 0.299
C -9.146 -4.290 1.351 0.329 -0.023 -0.177
H -10.184 -4.566 1.517 0.155 0.260 0.044
C -8.493 -3.363 2.176 0.180 -0.181 -0.255
H -9.053 -2.856 2.963 0.231 -0.185 -0.166
C -7.129 -3.089 1.989 -0.293 -0.268 -0.223
H -6.652 -2.374 2.657 0.005 -0.112 -0.083
C -4.209 -5.558 0.538 0.377 1.377 0.394
C -4.031 -6.216 -0.676 0.385 -0.487 -0.221
H -4.255 -5.744 -1.634 0.096 -0.054 0.220
C -3.555 -7.529 -0.695 0.015 0.045 0.190
H -3.423 -8.044 -1.638 0.041 0.057 -0.017
C -3.227 -8.178 0.497 -0.076 0.239 -0.014
H -2.718 -9.143 0.487 -0.379 0.196 -0.046
C -3.526 -7.556 1.706 -0.046 0.151 -0.159
H -3.323 -8.071 2.636 -0.039 0.008 0.046
C -4.031 -6.253 1.725 0.141 -0.811 0.179
H -4.256 -5.793 2.681 0.072 -0.053 -0.145
H -0.409 -3.989 3.624 0.910 -0.205 1.500
Cl -2.869 -4.194 4.156 -0.650 0.157 -0.236
C -1.847 1.161 3.125 -0.128 0.087 -0.142
P -0.517 0.282 2.218 0.071 0.082 0.529
C 0.265 -0.581 3.651 -0.058 -0.152 0.029
C 0.729 1.653 2.075 0.335 -0.093 -0.223
C 0.843 2.616 3.083 0.021 -0.031 -0.400
C 1.772 3.654 2.975 -0.074 -0.203 0.105
C 2.622 3.724 1.876 -0.106 0.105 -0.027
C 2.562 2.750 0.884 -0.094 -0.211 0.021
C 1.643 1.698 0.985 -0.193 0.133 0.453
P 1.762 0.302 -0.156 -1.263 0.710 0.836
C 3.054 0.640 -1.363 0.000 -0.079 -0.229
C 2.179 -1.202 0.704 0.368 -0.396 0.048
H -1.463 1.531 4.086 -0.388 -0.142 -0.276
H -2.677 0.464 3.304 0.204 0.218 0.056
H -2.205 2.002 2.518 -0.045 -0.150 0.196
H 1.324 -0.766 3.429 -0.312 -0.024 0.230
H 0.170 0.062 4.536 0.226 -0.153 -0.237
H -0.230 -1.539 3.848 0.208 0.279 0.013
H 0.209 2.554 3.970 0.232 0.160 -0.371
H 1.819 4.397 3.770 0.100 -0.150 -0.249
H 3.340 4.534 1.792 -0.119 -0.104 -0.003
H 3.228 2.805 0.026 -0.049 0.119 0.291
H 3.917 1.120 -0.887 -0.193 -0.262 -0.077
H 3.375 -0.319 -1.792 -0.066 0.249 -0.004
H 2.680 1.288 -2.166 0.135 -0.080 0.208
H 2.560 -0.964 1.703 -0.072 -0.112 -0.245
H 1.318 -1.876 0.776 0.148 0.133 0.103
H 2.983 -1.672 0.124 -0.179 -0.156 0.246
```
Positions in Å, forces in eV/Å.


6.
A structure of composition BrCr at a distorted geometry, computed with ωB97M-V with the def2-TZVPD basis set.

Output
* gap between HOMO and LUMO (spin up / spin down): 6.48 / 8.06 eV
* spin multiplicity: 5
* LUMO energy (spin up / spin down): -8.6 / -7.3 eV
* maximum force: 2.064 eV Å⁻¹
* net charge: +1
* ΔE to the lowest compared entry with this formula, charge and spin: 0.179 eV
* total energy: -98454.5272 eV

```
2
Properties=species:S:1:pos:R:3:forces:R:3
Cr 0.656 0.037 1.053 -1.092 -0.062 -1.750
Br -0.656 -0.037 -1.053 1.092 0.062 1.750
```
Positions in Å, forces in eV/Å.